Entry 1:
# CH7BrN3

2 unconnected molecules or ions with the total composition CH7BrN3 at a distorted geometry (ωB97M-V/def2-TZVPD, the Open Molecules 2025 dataset).

Element x y z (Å)
C (-0.1666, 0.1364, 0.0138)
N (-0.4993, 1.5034, -0.2038)
N (-0.4327, -0.4342, 1.3031)
N (1.1957, -0.2682, -0.4651)
Br (-0.0760, -2.2908, 1.5597)
H (-1.0013, -0.9851, -1.1075)
H (-1.2693, 1.9536, 0.2793)
H (-0.5264, 1.8272, -1.0986)
H (-1.3869, -0.4347, 1.4867)
H (1.3780, 0.3350, -1.2181)
H (0.9819, -1.1988, -0.8496)
H (1.8029, -0.1437, 0.3002)

The total charge is +1. For the HOMO energy, the calculation gives -13.73 eV. The energy above the lowest of the compared OMol25 structures with the same formula, charge and spin is 378.9 kJ/mol.

=====

Entry 2:
# CH7ClOSi2

2 unconnected molecules or ions with the total composition CH7ClOSi2 at a distorted geometry (ωB97M-V/def2-TZVPD, the Open Molecules 2025 dataset).

Element x y z (Å)
C (1.9904, 0.0536, 0.7661)
O (1.0657, 2.4007, -0.3526)
Si (-2.4277, -1.3428, -0.6152)
Si (1.9865, 1.1792, -0.7670)
Cl (-1.5235, 0.3926, -0.0777)
H (2.6827, 0.2987, 1.5462)
H (0.9639, 0.0284, 1.2113)
H (2.1775, -0.9563, 0.3533)
H (0.6920, 2.9754, 0.3031)
H (-2.6210, -2.1402, 0.6300)
H (-1.3207, -2.0389, -1.5278)
H (-3.6657, -0.8505, -1.4697)

For the HOMO energy, the calculation gives -7.89 eV. The energy above the lowest of the compared OMol25 structures with the same formula, charge and spin is 289.5 kJ/mol.